# 1
C20H61O14 | ωB97M-V/def2-TZVPD

Computed properties:
LUMO level: 2.65 eV

ORCA input file:
```
! wB97M-V def2-TZVPD RIJCOSX def2/J DEFGRID3
* xyz -1 1
C 0.02540 0.18068 -0.92349
O 0.67740 1.27368 -0.59549
O -0.38260 -0.58932 0.02351
O -0.42760 -0.09632 -2.06049
H 0.09940 -0.39532 0.82151
C 3.61440 -1.42632 1.96351
O 3.08840 -1.05232 3.22751
H 2.72140 -1.03032 1.06951
H 3.88940 -2.43632 1.90551
H 4.56040 -0.95932 1.84051
H 2.44440 -0.44132 2.82651
C 0.36340 2.24468 -4.43749
O -0.82660 1.73068 -3.88049
H 0.51540 1.69068 -5.50849
H 1.24440 1.97868 -3.83249
H 0.29440 3.21568 -4.81949
H -0.53060 1.24968 -3.03549
C -1.89460 -2.29832 -3.88449
O -1.73860 -2.33732 -2.47449
H -2.38860 -3.19632 -4.13149
H -0.94860 -2.31832 -4.39549
H -2.22760 -1.29532 -4.29549
H -1.27460 -1.59632 -2.22549
C -0.42660 4.66168 -1.14449
O 0.11140 3.76568 -0.07949
H 0.28640 5.56768 -1.19249
H -1.46460 5.10368 -1.03549
H -0.40360 4.15468 -2.06449
H -0.00760 2.70168 -0.24649
C 0.94040 1.98868 3.26451
O 1.02940 0.95268 2.30951
H 1.57040 2.79168 3.15151
H 1.26940 1.67268 4.23751
H -0.14160 2.29468 3.28851
H 1.03240 1.42768 1.44051
C -4.17060 0.45868 -2.04649
O -3.01260 0.56968 -1.15249
H -4.79260 -0.00032 -1.51449
H -3.74760 -0.15032 -2.89249
H -4.69360 1.34068 -2.51249
H -2.21360 0.04068 -1.45949
C 2.64940 -1.51432 -3.19549
O 1.55940 -0.84432 -3.83949
H 2.46940 -2.09932 -2.20549
H 3.42940 -0.82932 -3.10849
H 3.18140 -2.28332 -3.78849
H 1.09440 -0.80432 -3.06949
C 4.97940 2.96168 -0.21249
C 3.56340 2.68668 -0.77649
C 3.17840 3.58368 -2.08549
O 3.41940 1.27068 -1.28249
H 5.55140 2.11468 0.33351
H 5.06040 3.85368 0.40751
H 5.63340 2.94268 -1.18249
H 2.87740 2.98968 0.03851
H 2.12640 3.29968 -2.47149
H 4.02040 3.41368 -2.77849
H 3.26440 4.53268 -1.73949
H 2.36240 1.03868 -1.23949
C 1.49440 -5.44432 -0.96849
C 0.51840 -4.31032 -0.81749
C -0.55260 -4.71732 0.26751
O 1.17240 -3.24832 -0.22249
H 1.90240 -5.87932 -0.10549
H 2.17740 -5.07132 -1.71849
H 1.03140 -6.14432 -1.62349
H 0.25540 -3.81432 -1.72149
H -1.06660 -5.60332 -0.05149
H -1.20260 -3.81832 0.33751
H -0.34960 -5.01032 1.30051
H 0.69440 -2.35532 -0.05349
C -5.15960 3.16668 2.57751
C -4.01060 2.59168 1.87451
C -3.16660 1.40868 2.49651
O -4.50160 2.23168 0.67451
H -5.82460 2.24368 2.53951
H -5.33160 4.07168 2.12451
H -5.12160 3.70868 3.43951
H -3.18660 3.36268 1.58751
H -3.80460 0.51668 2.71151
H -2.85160 1.74668 3.40951
H -2.22560 1.13768 1.86451
H -3.98160 1.64768 0.16351
C -1.38860 -1.62232 3.37051
C -0.61860 -2.83632 3.62851
C 0.15840 -2.83432 4.97851
O -1.50160 -3.89232 3.75651
H -1.88760 -1.68132 2.52851
H -0.86660 -0.95232 3.36751
H -1.94160 -1.30732 4.00051
H -0.03360 -3.02132 2.74251
H 0.54140 -3.79432 5.31951
H -0.66660 -2.55332 5.69151
H 1.01140 -2.07432 4.93951
H -2.19860 -3.59932 4.25751
*
```

# 2
C40H67Cl2FN13O5P2 | ωB97M-V/def2-TZVPD

Computed properties:
LUMO level: -2.38 eV

ORCA input file:
```
! wB97M-V def2-TZVPD RIJCOSX def2/J DEFGRID3
* xyz 1 1
C -3.79210 -0.38077 1.02351
C -2.61164 -0.23841 0.93653
C -1.17976 -0.07570 0.80050
C -0.34786 -0.36461 2.07692
P -0.17076 1.29694 2.92517
N 0.05059 1.20820 4.46049
O -1.56163 1.95663 2.55351
O 0.93681 2.12021 2.11778
N -1.12738 -1.15491 3.08706
F -2.19829 -0.47535 3.64414
C -1.47417 -2.51234 2.61710
C -0.16717 -3.25892 2.62747
P -0.35311 -5.14789 2.66155
O 0.14404 -5.44389 4.15957
Cl -2.41400 -5.31224 2.92689
C 0.77129 -2.69036 1.51818
C 2.05592 -3.54448 1.60655
C 0.28315 -2.91399 0.07291
C -0.43949 -4.20279 -0.28212
C -0.91945 -4.14197 -1.71779
N -2.08954 -3.27958 -1.83224
C 1.04383 -1.11601 1.78828
C 1.57274 -0.46304 0.49368
C 2.97372 -0.82378 0.01973
C 3.29795 -0.08635 -1.26356
O 3.31503 1.32670 -1.05980
C 2.57550 2.12309 -1.87481
C 1.11417 1.84888 -1.98970
O 3.09472 3.03665 -2.43840
C 2.16795 -0.72823 2.83171
C 2.11755 -0.85170 4.36737
C 3.01542 0.21358 5.00756
Cl 2.73756 -2.40843 5.02018
H -4.81374 -0.58806 1.16511
H -0.90601 -0.70513 -0.02607
H -1.01216 0.93699 0.47364
H 0.90648 1.67835 4.71881
H -1.54431 2.86145 2.90113
H 0.80591 3.07245 2.21774
H -0.48791 -1.25909 3.88111
H -1.83505 -2.46761 1.60312
H -2.23183 -2.92079 3.26474
H 0.36340 -3.09448 3.54952
H -0.02438 -4.74027 4.81269
H 1.97957 -4.33914 0.88168
H 2.95901 -3.00808 1.36934
H 2.18212 -4.02601 2.55067
H 1.17861 -2.88511 -0.53355
H -0.32422 -2.11136 -0.31752
H 0.16541 -5.08046 -0.14111
H -1.34744 -4.28011 0.29828
H -1.24917 -5.13642 -1.96399
H -0.10015 -3.88929 -2.38995
H -1.85086 -2.29972 -1.77655
H -2.56038 -3.41055 -2.71673
H 1.58706 0.60687 0.62360
H 0.93433 -0.65287 -0.35179
H 3.08754 -1.86996 -0.21563
H 3.73642 -0.50905 0.71395
H 4.30228 -0.36689 -1.54464
H 2.66223 -0.38817 -2.08470
H 0.71864 2.44968 -2.78781
H 0.61777 2.06541 -1.05458
H 0.92170 0.81302 -2.22262
H 3.09484 -1.19216 2.55224
H 2.36901 0.31774 2.64886
H 1.16029 -0.73001 4.84672
H 2.42391 0.96735 5.49272
H 3.68793 0.65356 4.28637
H 3.62598 -0.22338 5.77694
C -4.64728 -5.92955 -0.65253
C -3.27698 -6.33255 -0.39579
N -2.19358 -6.65139 -0.20199
H -4.65177 -4.98532 -1.19654
H -5.14422 -6.69414 -1.24562
H -5.17788 -5.80531 0.28945
C 5.70895 4.08961 -4.49403
C 6.71436 5.10538 -4.23479
N 7.49948 5.91350 -4.02493
H 4.81453 4.29485 -3.90959
H 5.44894 4.08615 -5.55103
H 6.09179 3.11059 -4.21610
C -2.86035 3.77812 5.69453
C -2.82492 4.49097 4.42749
N -2.77468 5.01178 3.40608
H -3.58903 2.97234 5.63907
H -1.87911 3.35587 5.90433
H -3.13704 4.45196 6.50148
C -0.13625 0.00136 7.53139
C -0.27136 -1.34296 6.99737
N -0.37031 -2.41303 6.59739
H -0.76933 0.68711 6.97198
H -0.43244 0.00904 8.57800
H 0.89991 0.32377 7.45043
C -5.39029 -1.20324 -3.62785
C -4.76944 -2.47294 -3.95481
N -4.30789 -3.49782 -4.18217
H -4.76923 -0.66264 -2.91642
H -5.50757 -0.60657 -4.52991
H -6.36540 -1.39269 -3.18266
C 2.33701 5.98339 -6.53056
C 2.95508 4.78002 -7.06119
N 3.44672 3.83347 -7.47464
H 3.02837 6.81878 -6.61609
H 1.43366 6.20907 -7.09245
H 2.08232 5.83481 -5.48347
C 2.01706 1.52471 -9.79021
C 0.69023 1.13142 -10.23537
N -0.36105 0.82026 -10.56901
H 2.55096 0.65762 -9.40862
H 2.57795 1.95047 -10.61877
H 1.93875 2.26721 -9.00021
C -6.79061 4.43421 8.07602
C -5.38898 4.30034 8.43794
N -4.28908 4.19870 8.74526
H -6.92823 5.31858 7.45804
H -7.11524 3.55565 7.52328
H -7.39241 4.53150 8.97648
C 9.65793 7.29316 -6.71102
C 9.23478 7.84862 -7.98580
N 8.90127 8.28505 -8.99156
H 10.47737 7.88100 -6.30413
H 8.82769 7.30350 -6.00758
H 9.98960 6.26664 -6.84862
C -7.19980 -5.84101 -3.46699
C -7.30020 -4.58651 -2.74234
N -7.39245 -3.58966 -2.18428
H -8.01772 -5.91880 -4.17936
H -6.25256 -5.87263 -4.00308
H -7.25446 -6.67566 -2.77155
*
```

# 3
C46H126O29 | ωB97M-V/def2-TZVPD

Computed properties:
LUMO level: 0.10 eV

ORCA input file:
```
! wB97M-V def2-TZVPD RIJCOSX def2/J DEFGRID3
* xyz 0 1
C 18.65106 16.86124 21.65236
O 19.72678 16.69010 22.53666
C 20.17478 15.41860 22.78234
O 19.76765 14.33192 22.29978
O 21.11916 15.57542 23.75772
C 21.87932 14.50088 24.18260
H 17.74674 16.41962 22.07104
H 18.78033 16.41340 20.66706
H 18.49238 17.92982 21.50716
H 22.43030 14.11790 23.32362
H 21.21526 13.77760 24.65586
H 22.55462 14.84280 24.96692
C 18.72139 12.64078 16.09782
O 17.94788 12.62984 14.90148
C 18.55008 12.86626 13.71752
O 19.77028 13.10312 13.50516
O 17.68800 12.77118 12.69024
C 16.30018 12.52118 12.81550
H 18.03682 12.48948 16.93244
H 19.25726 13.58634 16.18040
H 19.34880 11.75448 16.19240
H 15.76658 13.26076 13.41252
H 16.22732 11.55624 13.31720
H 15.77810 12.46582 11.86028
C 26.43294 16.52212 12.63758
O 25.06656 16.30004 12.42948
C 24.26522 17.27462 12.03284
O 24.61282 18.44732 11.77604
O 23.04030 16.75556 12.07972
C 21.90690 17.60400 11.70412
H 27.04812 15.80642 13.18298
H 26.52412 17.48912 13.13226
H 26.89334 16.55654 11.65020
H 21.95622 18.44634 12.39414
H 20.93452 17.15426 11.90490
H 21.94690 18.00850 10.69274
C 24.14160 18.21514 16.49826
O 25.23584 18.74134 17.18322
C 25.48228 20.07268 17.37732
O 24.78376 20.97208 16.91860
O 26.63448 20.14906 17.93205
C 27.29262 21.35738 18.11970
H 23.97976 17.16647 16.74766
H 24.30634 18.40552 15.43772
H 23.23800 18.67910 16.89370
H 26.81384 21.91002 18.92806
H 27.17742 22.01644 17.25919
H 28.36690 21.26862 18.28132
C 13.93220 18.49801 15.24052
C 13.31690 18.95606 16.63028
O 13.03050 20.38442 16.53484
H 13.33514 18.83856 14.39456
H 13.95682 17.41264 15.14338
H 14.94738 18.89272 15.28214
H 14.11948 18.93198 17.36742
H 12.36798 18.45742 16.82778
H 13.84136 20.89519 16.47806
C 16.73408 19.91608 18.91242
C 16.76446 20.28455 17.43128
O 15.78286 21.27418 17.18448
H 15.72208 19.60580 19.17260
H 17.01190 20.79018 19.50138
H 17.48237 19.16489 19.16518
H 16.37132 19.49688 16.78852
H 17.73050 20.66420 17.09856
H 15.84952 21.98096 17.83069
C 22.22854 21.32070 14.15014
C 21.68630 20.86000 15.46208
O 21.12028 19.62438 15.36086
H 22.67692 22.31200 14.21620
H 21.43620 21.26942 13.40338
H 23.05866 20.66096 13.89766
H 20.93528 21.51730 15.90028
H 22.46786 20.81736 16.22068
H 20.57668 19.55436 16.14901
C 16.63732 18.50274 12.34088
C 17.64662 17.47290 11.94284
O 17.58173 17.33090 10.56840
H 16.54984 18.57744 13.42480
H 15.61172 18.24714 12.07462
H 16.85068 19.45312 11.85164
H 17.36309 16.44424 12.16550
H 18.65279 17.55926 12.35306
H 16.90778 16.67818 10.36504
C 14.18126 16.53011 19.65818
C 13.76582 15.78680 18.37708
O 14.81452 15.57470 17.57650
H 13.28606 16.86780 20.18035
H 14.75158 17.43428 19.44527
H 14.66502 15.97900 20.46463
H 13.02884 16.37390 17.82912
H 13.30740 14.83856 18.65778
H 15.42500 14.94674 17.96970
C 21.29338 15.88462 14.76456
C 22.36312 14.81504 14.92748
O 23.18478 15.17060 16.03730
H 21.83654 16.82169 14.64220
H 20.69140 15.87262 15.67318
H 20.67034 15.72092 13.88528
H 22.94202 14.72410 14.00840
H 21.88324 13.84662 15.06882
H 23.84000 14.47060 16.08514
C 13.48336 14.22650 14.52812
C 13.46166 12.90120 15.23148
O 12.52192 11.98342 14.73094
H 12.61392 14.80334 14.84342
H 13.64500 14.19526 13.45062
H 14.33430 14.80774 14.88330
H 13.22504 13.10260 16.27626
H 14.44844 12.44908 15.33128
H 12.86196 11.57156 13.93324
C 16.35076 13.39314 21.10974
C 17.13752 13.81798 19.85494
O 16.23891 13.64664 18.75558
H 16.17287 12.31776 21.10426
H 15.42826 13.97372 21.10748
H 16.94311 13.59554 22.00206
H 18.02564 13.20458 19.70309
H 17.36166 14.86968 20.03318
H 16.21451 12.71358 18.53105
C 19.59080 23.21056 18.36694
C 19.90164 23.42842 19.84124
O 18.69902 23.55892 20.48885
H 19.03558 22.29336 18.17059
H 20.50298 23.18310 17.77088
H 18.91477 23.99484 18.02634
H 20.52070 24.30988 20.00830
H 20.49720 22.58836 20.19864
H 18.89398 23.60496 21.42772
C 16.11948 8.83630 17.27423
C 16.66266 10.20176 17.15506
O 16.53418 10.95028 18.39957
H 16.26318 8.13995 16.44806
H 15.08980 8.87308 17.62986
H 16.69406 8.35504 18.06566
H 16.04014 10.82424 16.51236
H 17.66378 10.17888 16.72454
H 16.81272 10.32472 19.07240
C 17.50132 22.16010 14.38916
C 17.85740 23.54248 13.88160
O 18.41390 24.25866 14.98672
H 18.22298 21.80522 15.12494
H 17.37798 21.52586 13.51130
H 16.54637 22.22422 14.91076
H 16.99862 23.97696 13.36990
H 18.67800 23.44908 13.17026
H 17.70428 24.41984 15.61286
C 21.84512 19.90648 19.46771
C 20.47226 19.38632 19.88030
O 19.99614 18.63656 18.82290
H 22.25746 20.63663 20.16410
H 21.78686 20.47514 18.53964
H 22.53934 19.12296 19.16392
H 19.80164 20.23296 20.02718
H 20.65202 18.82472 20.79701
H 20.58778 17.91588 18.59449
C 20.73202 14.34884 18.68510
C 21.71982 15.44004 19.15918
O 21.83632 16.39918 18.18520
H 21.05872 13.88474 17.75451
H 19.71318 14.73616 18.68020
H 20.80059 13.57062 19.44521
H 22.67828 14.92878 19.24900
H 21.47562 15.75952 20.17229
H 22.32580 16.04898 17.43728
C 11.38070 17.33775 13.04472
C 10.50568 16.26354 12.35990
O 10.82726 16.21621 11.04260
H 12.42040 17.03066 12.93142
H 11.16156 17.36086 14.11222
H 11.27000 18.35178 12.66054
H 9.45563 16.42232 12.60546
H 10.77360 15.29256 12.77646
H 10.79454 17.09510 10.65780
C 20.00162 20.52630 11.17018
C 19.26193 20.23547 9.88090
O 19.62458 18.92266 9.36730
H 19.92984 21.56762 11.48422
H 21.04564 20.23176 11.06356
H 19.55558 19.99478 12.01080
H 19.60690 20.96170 9.14493
H 18.18205 20.33178 9.99363
H 18.95332 18.35760 9.75680
C 18.39066 17.25410 16.44371
C 17.73240 16.04352 15.81130
O 16.47834 16.43598 15.39692
H 17.67438 17.58897 17.19397
H 18.49998 18.12898 15.80280
H 19.34380 17.06811 16.93871
H 17.66387 15.23214 16.53590
H 18.30384 15.64966 14.97080
H 15.86402 16.21748 16.10153
C 19.14378 14.87540 8.91876
C 19.53842 14.66966 10.39774
O 20.15858 13.46272 10.55662
H 20.05268 14.79624 8.32230
H 18.80230 15.89244 8.72616
H 18.32820 14.23058 8.59144
H 18.65002 14.63008 11.02804
H 20.24485 15.35072 10.87228
H 20.33150 13.34416 11.49344
*
```